No. 1
The following is a quantum chemistry calculation of a cluster of 7 separate species, C32H30F48O8 in total at a distorted geometry, from OMol25.

Last column: Mulliken charge in e.
Atoms and positions in Å:
F  -7.172  3.297  0.960  -0.3162
F  -0.327  -4.086  -3.446  -0.3000
F  -0.608  2.746  5.864  -0.3194
F  4.778  0.296  -2.049  -0.2911
F  2.345  -5.580  -0.514  -0.2478
F  3.090  6.997  3.097  -0.3515
F  2.558  4.019  1.481  0.0225
F  -1.970  -4.824  -1.321  -0.3652
F  5.464  -6.883  0.418  -0.2944
F  -3.595  -7.024  -2.869  -0.2679
F  -7.226  4.611  -0.788  -0.2746
F  0.664  -0.363  -1.072  -0.0865
F  5.614  3.491  -3.164  -0.3028
F  -3.080  1.874  -3.934  -0.2745
F  -0.792  -1.419  0.254  -0.2691
F  5.954  -2.248  0.809  -0.3070
F  4.448  1.916  -4.213  -0.2160
F  -2.701  5.430  2.191  -0.2503
F  -3.553  0.771  -2.032  -0.2641
F  2.941  -7.711  0.020  -0.3536
F  -5.590  1.754  -3.711  -0.3425
F  -2.870  3.117  0.636  -0.2532
F  -4.873  5.903  0.353  -0.2772
F  -5.208  -6.412  -0.953  -0.2205
F  -1.203  -2.000  -3.314  -0.2282
F  1.266  1.300  1.239  -0.1211
F  2.807  6.006  0.538  -0.2685
F  1.855  3.035  5.722  -0.3465
F  -0.018  3.628  -4.289  -0.2952
F  1.241  6.440  2.315  -0.3033
F  -1.084  4.170  0.194  -0.2360
F  -5.350  4.678  2.142  -0.2132
F  -0.184  0.156  2.363  -0.4142
F  5.075  -2.934  3.286  -0.2793
F  -3.021  -2.906  -1.585  -0.2608
F  -0.070  1.746  -2.926  -0.1579
F  4.663  -6.617  -1.588  -0.3278
F  4.278  -1.057  2.624  -0.2738
F  -2.747  3.559  3.264  -0.3014
F  -5.022  -6.308  -4.446  -0.2952
F  -6.397  -7.568  -2.368  -0.2793
F  2.022  2.097  3.744  -0.1827
F  3.871  -2.172  0.178  -0.1806
F  -4.940  3.809  -3.161  -0.2830
F  5.715  1.990  -0.950  -0.3272
F  0.207  0.937  5.045  -0.2686
F  1.275  3.835  -2.014  -0.2521
F  2.660  3.778  -3.730  -0.3064
O  4.680  -4.105  0.946  -0.4095
O  -5.378  3.378  -0.454  -0.2520
O  -4.328  -4.817  -3.012  -0.3440
O  1.275  -5.798  2.564  -0.3951
O  1.259  -3.358  1.348  0.4047
O  -0.958  2.465  1.583  -0.0763
O  2.504  2.040  -2.436  -0.2455
O  1.160  4.175  3.947  -0.1735
C  -0.939  -3.179  -2.653  0.5749
C  0.703  2.535  -3.813  0.1193
C  3.268  -6.305  0.240  0.0431
C  -5.809  2.465  -1.463  -1.0834
C  1.246  2.917  4.474  0.7627
C  -2.282  -3.828  -2.240  1.0651
C  -5.751  -6.367  -2.163  0.1937
C  1.857  3.078  -2.986  0.7523
C  0.397  -0.738  0.279  0.3953
C  4.221  -2.440  2.372  0.7191
C  4.811  1.665  -1.896  1.0091
C  2.371  5.902  2.829  0.9787
C  0.153  0.539  1.118  1.0642
C  5.044  -4.607  -0.356  -0.8257
C  -5.858  5.151  1.023  0.1160
C  5.393  2.143  -3.245  -0.0750
C  -4.972  2.541  -2.723  1.0583
C  4.728  -2.730  1.055  0.7500
C  -3.005  -4.432  -3.463  -1.0927
C  2.289  5.023  3.991  -0.9676
C  -6.425  4.054  0.105  0.8948
C  -3.603  1.987  -2.688  0.4189
C  3.092  5.249  1.587  -0.1238
C  -0.875  1.432  0.624  -0.9115
C  -4.637  -6.141  -3.177  0.8871
C  3.525  2.304  -1.479  -0.6416
C  -0.120  2.204  4.729  0.7431
C  4.680  -6.110  -0.310  0.9357
C  0.406  -4.810  3.008  -0.7015
C  -1.720  3.521  1.195  0.7217
C  -0.005  -3.775  1.877  -0.2605
C  -1.971  4.364  2.457  0.7070
H  -0.546  -5.280  3.392  0.4302
H  -2.976  2.653  -2.068  -0.0531
H  1.241  -1.325  0.707  -0.5255
H  3.184  -6.089  1.287  0.3937
H  4.469  -4.117  -1.173  0.2611
H  -0.798  -4.149  1.148  0.1630
H  3.236  -2.746  2.604  -0.1245
H  1.571  -3.986  0.701  -0.1222
H  -1.828  0.878  0.407  0.3283
H  -3.274  -3.624  -4.108  0.4310
H  -6.814  2.624  -1.883  0.4487
H  6.087  -4.403  -0.705  0.4481
H  3.244  1.796  -0.557  0.1764
H  -0.551  1.869  -0.323  0.2429
H  -2.516  -5.262  -4.043  0.4254
H  6.314  1.629  -3.438  0.4183
H  -5.775  1.505  -0.975  0.3690
H  3.824  3.356  -1.278  0.3751
H  3.208  4.477  4.009  0.3858
H  -0.462  -2.939  -1.731  -0.1784
H  -0.952  2.351  4.007  -0.1257
H  0.934  -6.617  2.889  0.2832
H  -6.542  -5.583  -2.215  0.2076
H  -6.728  5.798  1.190  0.3133
H  -1.027  4.682  2.953  -0.2292
H  4.193  5.216  1.618  0.2338
H  -0.369  -2.831  2.389  0.1343
H  2.335  5.537  4.947  0.4389
H  0.812  -4.191  3.828  0.2618
H  0.895  1.906  -4.671  0.2784

Its HOMO energy is -10.7 eV. Its maximum force is 5.115 eV/A. The net charge is 0. Its SMILES is FC(F)C(F)(F)COC(F)(F)C(F)F.FC(F)C(F)(F)COC(F)(F)C(F)F.FC(F)C(F)(F)COC(F)(F)C(F)F.FC(F)C(F)(F)COC(F)(F)C(F)F.FC(F)C(F)(F)COC(F)(F)C(F)F.FC(F)C(F)(F)COC(F)(F)C(F)F.OCCO. The value obtained for the total energy is -180488.4788 eV.

---

No. 2
The following is a quantum chemistry calculation of the molecule C4H5Cl at a distorted geometry, from OMol25.

Last column: Mulliken charge in e.
Atoms and positions in Å:
Cl  -3.399  -0.155  0.085  -0.1457
C  -0.479  -0.349  -0.124  -0.3395
C  -1.913  0.602  0.058  -0.3295
C  0.781  0.258  -0.097  0.1545
C  1.913  -0.450  0.073  -0.8385
H  1.885  -1.516  0.228  0.2515
H  0.825  1.332  -0.221  0.2614
H  -1.838  1.665  -0.048  0.3730
H  -0.656  -1.402  -0.038  0.3397
H  2.881  0.015  0.084  0.2732

Its HOMO energy (spin up / spin down) is -8.0 / -8.1 eV. Its maximum force is 7.706 eV/A. The net charge is 0. Its SMILES is C=C/C=C/Cl. The value obtained for the total energy is -16747.8975 eV. As for the relative energy (zero: lowest compared OMol25 entry of this formula, charge and spin): 214.8 kJ/mol.

---

No. 3
The following is a quantum chemistry calculation of a cluster of 2 separate species, C2H4NO2P in total at a distorted geometry, from OMol25.

Last column: Mulliken charge in e.
Atoms and positions in Å:
P  2.590  2.070  2.360  0.4562
O  0.979  1.693  2.132  -0.4326
O  2.491  3.250  3.184  -0.3961
N  0.574  -0.319  -0.099  -0.5054
C  -0.802  -0.700  -0.324  0.0079
C  -0.567  0.522  -0.324  -0.3842
H  -1.395  -1.514  -0.358  0.4147
H  1.123  -0.485  -0.902  0.1668
H  0.729  0.799  2.042  0.3512
H  -0.860  1.477  -0.435  0.3214

Its HOMO energy is -8.6 eV. Its maximum force is 3.286 eV/A. The net charge is 0. Its SMILES is C1=CN1.O=PO. The value obtained for the total energy is -17009.4049 eV. As for the relative energy (zero: lowest compared OMol25 entry of this formula, charge and spin): 386.4 kJ/mol.

---

No. 4
The following is a quantum chemistry calculation of a structure of composition C37H50N2NiP2Se, from OMol25.

Last column: Mulliken charge in e.
Atoms and positions in Å:
Se  -0.594  0.849  2.646  -0.1171
Ni  -0.086  0.395  0.284  -0.0306
P  1.952  -0.959  0.125  1.2947
P  -2.426  1.114  -0.168  1.3063
N  0.691  2.018  -0.667  1.9549
N  -0.605  -0.898  -1.179  1.1214
C  3.103  -0.618  -1.301  0.7861
C  0.655  0.743  4.090  0.3000
C  2.358  0.628  6.320  -0.5335
C  -0.127  -2.200  -1.114  -0.6839
C  0.908  -4.840  -0.830  0.6000
C  1.231  3.013  0.037  -0.8412
C  -2.492  0.440  -1.846  0.5288
C  -0.833  -3.321  -1.580  -0.2641
C  4.085  -1.751  -1.593  -1.6740
C  -2.975  2.880  -0.261  0.3507
C  -2.485  -0.659  -4.380  -1.0107
C  3.866  0.704  -1.224  -1.3044
C  -1.536  -1.056  -3.460  -0.2175
C  0.608  -0.335  4.973  -0.3400
C  1.451  -0.393  6.074  -0.6369
C  -4.316  0.806  1.951  -1.4459
C  1.807  4.114  -0.573  -0.6361
C  1.554  1.774  4.360  -0.3460
C  -2.462  3.614  0.986  -1.4372
C  -0.320  -4.597  -1.442  -1.2586
C  0.701  2.073  -2.002  -0.6320
C  2.401  1.715  5.458  -0.6453
C  1.821  4.174  -1.957  -0.7361
C  -3.457  0.801  -2.788  -0.9651
C  1.260  3.137  -2.687  -0.7144
C  1.455  -6.232  -0.663  -1.5816
C  1.594  -3.735  -0.351  -0.3425
C  -3.486  0.265  -4.064  0.2583
C  1.099  -2.438  -0.469  -0.7158
C  3.624  -0.276  2.208  -1.5079
C  -3.857  0.241  0.611  0.6022
C  -2.551  3.617  -1.538  -1.3272
C  -3.534  -1.248  0.729  -1.2808
C  -4.548  0.643  -5.057  -1.6813
C  2.999  -1.500  1.534  0.8117
C  2.171  -2.293  2.545  -1.3928
C  -1.532  -0.542  -2.150  -1.4811
H  0.249  1.233  -2.515  0.1355
H  4.862  -1.804  -0.827  0.3338
H  -0.778  -1.773  -3.748  0.5979
H  -4.129  0.781  -6.056  0.3844
H  4.587  -1.565  -2.545  0.4821
H  2.390  -0.564  -2.134  0.1897
H  2.546  -3.888  0.148  0.4815
H  1.247  3.145  -3.767  0.5603
H  3.798  -2.139  1.143  0.4530
H  3.096  2.525  5.643  0.3910
H  1.588  2.634  3.702  0.3448
H  4.469  0.826  -2.127  0.4243
H  2.851  0.433  2.495  0.2033
H  -4.596  1.858  1.894  0.3372
H  -3.298  3.534  -2.325  0.3662
H  3.221  1.574  -1.135  0.1527
H  1.361  -6.582  0.368  0.2996
H  -2.714  -1.405  1.433  0.1632
H  -4.215  1.528  -2.510  0.4904
H  1.295  -1.722  2.856  0.0863
H  4.343  0.239  1.573  0.2543
H  4.145  -0.578  3.119  0.4938
H  -0.902  -5.436  -1.809  0.3391
H  1.398  -1.244  6.742  0.3831
H  3.599  -2.723  -1.661  0.3543
H  -5.041  1.574  -4.773  0.3654
H  0.923  -6.941  -1.297  0.3832
H  -2.667  4.682  0.898  0.5141
H  -1.617  3.246  -1.963  0.1119
H  -2.410  4.676  -1.319  0.4506
H  2.234  4.901  0.031  0.4857
H  1.821  -3.243  2.147  0.3185
H  -4.665  0.377  -0.121  0.5231
H  -3.250  -1.685  -0.229  0.0997
H  -1.804  -3.189  -2.038  0.4871
H  1.177  2.898  1.114  0.0846
H  -2.923  3.253  1.905  0.2838
H  -4.070  2.844  -0.215  0.6532
H  -3.544  0.697  2.712  0.1415
H  4.559  0.714  -0.384  0.3189
H  -0.096  -1.137  4.787  0.4015
H  -5.323  -0.123  -5.137  0.3016
H  2.513  -6.283  -0.927  0.3563
H  3.015  0.582  7.179  0.3970
H  -5.202  0.256  2.277  0.4716
H  -2.449  -1.077  -5.381  0.3917
H  -1.387  3.475  1.116  0.0699
H  2.265  5.022  -2.462  0.4355
H  2.773  -2.488  3.435  0.5196
H  -4.411  -1.783  1.100  0.5983

Its HOMO energy (spin up / spin down) is -6.6 / -6.5 eV. Its maximum force is 0.542 eV/A. The net charge is 0. As for the spin multiplicity: 3. The value obtained for the total energy is -167130.3136 eV.